No. 1
{"formula": "C17H18BN7O4V", "method": "wB97M-V/def2-TZVPD", "homo_energy_ev": [-6.56, -9.11], "lumo_ha": [-0.046, -0.046], "relative_energy_kcal_mol": 0.0, "spin_multiplicity": 4, "charge": 0, "symbols": ["H", "N", "B", "N", "C", "V", "H", "C", "H", "C", "H", "C", "H", "H", "H", "N", "N", "N", "N", "C", "C", "H", "H", "C", "C", "C", "C", "H", "H", "H", "H", "H", "O", "C", "O", "C", "C", "C", "C", "C", "C", "N", "O", "O", "H", "H", "H", "H"], "coordinates": [[-0.2160, 3.2170, 0.8609], [0.2087, 1.8753, -0.7393], [0.8062, 0.9029, -2.9950], [0.7336, 2.0882, -2.0243], [0.9216, 3.3981, -2.2148], [-0.2215, 0.0450, -0.1301], [1.3030, 3.7583, -3.1568], [0.5611, 4.0783, -1.0604], [0.5922, 5.1412, -0.9229], [0.1383, 3.1015, -0.1521], [1.1845, 1.2171, -4.0879], [-2.0273, -2.6278, 1.2103], [-2.4200, -2.8304, 2.2188], [-1.0067, -3.0126, 1.1343], [-2.6706, -3.1260, 0.4746], [-0.6171, 0.2739, -2.9941], [1.7008, -0.1964, -2.3725], [-1.2064, -0.1512, -1.7941], [1.3103, -0.7150, -1.1359], [-1.4523, 0.0286, -4.0076], [2.7450, -0.8984, -2.8373], [-1.1476, 0.3053, -5.0109], [3.1745, -0.6539, -3.8017], [-2.5923, -0.5865, -3.4937], [3.0660, -1.8779, -1.9010], [-2.4248, -0.6827, -2.1069], [2.1704, -1.7269, -0.8345], [-3.4466, -0.9116, -4.0554], [3.8498, -2.6080, -1.9941], [-3.0430, -1.0728, -1.3035], [2.0893, -2.2710, 0.1006], [-2.0280, -1.5250, 1.0208], [-1.1570, 0.6985, 1.6472], [-0.2600, 0.0109, 2.2629], [0.5167, -0.7487, 1.5620], [-0.1124, -0.0308, 3.7341], [0.8062, -0.9484, 4.2651], [0.9410, -1.0729, 5.6385], [0.1344, -0.2881, 6.4871], [-0.7713, 0.6551, 5.9510], [-0.9100, 0.7649, 4.5715], [0.2075, -0.4885, 7.8926], [0.9933, -1.3626, 8.3287], [-0.5248, 0.1905, 8.6469], [1.4014, -1.5822, 3.6060], [1.6491, -1.7796, 6.0620], [-1.3645, 1.2631, 6.6301], [-1.6364, 1.4554, 4.1359]]}



No. 2
{"formula": "C6H13KO4", "method": "wB97M-V/def2-TZVPD", "homo_energy_ev": -6.14, "lumo_ha": -0.017, "relative_energy_kcal_mol": 8.6, "charge": 0, "symbols": ["O", "C", "O", "O", "C", "C", "H", "H", "C", "H", "H", "H", "C", "H", "H", "H", "H", "H", "K", "O", "C", "H", "H", "H"], "coordinates": [[-1.0877, 0.8276, 1.5159], [-0.9900, 0.1153, 0.4104], [-0.8967, -1.1042, 0.4710], [-1.6428, 0.6486, -0.6050], [-0.9322, 0.8975, -1.8325], [-0.6327, 0.2537, 2.7544], [-1.3160, 0.4784, 3.5839], [-0.5257, -0.8401, 2.7570], [0.7203, 0.8544, 3.0409], [1.4283, 0.4893, 2.2850], [0.6478, 1.9469, 2.9588], [1.0398, 0.5527, 4.0468], [-1.8339, 1.6878, -2.7479], [-0.6732, -0.0422, -2.3372], [-0.0146, 1.4735, -1.6589], [-2.5440, 1.0059, -3.2343], [-1.2168, 2.1589, -3.5247], [-2.3638, 2.4753, -2.1963], [-0.7140, -3.5197, -0.8553], [1.4377, -2.2530, -1.4096], [2.7290, -2.0816, -0.9625], [3.1444, -1.1132, -1.3172], [2.7860, -2.0504, 0.1497], [3.4508, -2.8613, -1.2924]]}



No. 3
{"formula": "C10H10O2", "method": "wB97M-V/def2-TZVPD", "homo_energy_ev": -8.84, "lumo_ha": 0.003, "relative_energy_kcal_mol": 78.0, "charge": 0, "symbols": ["C", "C", "O", "C", "C", "O", "C", "C", "C", "C", "C", "C", "H", "H", "H", "H", "H", "H", "H", "H", "H", "H"], "coordinates": [[-0.8199, 3.0575, -2.2987], [-0.0508, 1.6469, -2.3448], [0.7216, 1.6749, -3.2643], [0.1584, 0.6361, -1.2593], [-0.4191, 0.6003, 0.0225], [-1.3475, 1.4572, 0.3858], [-0.0946, -0.3966, 0.9846], [1.1256, -0.5474, 1.6777], [1.5809, -1.7379, 2.1742], [0.8625, -2.9609, 2.1320], [-0.4394, -2.8503, 1.5683], [-0.8978, -1.6856, 0.9552], [-1.7486, 3.0836, -1.7816], [-0.1670, 3.8435, -2.0474], [-1.0451, 3.2101, -3.3162], [0.8558, -0.1099, -1.6471], [-1.5492, 1.2034, 1.3487], [1.9843, 0.2007, 1.5273], [2.6103, -1.6552, 2.5820], [1.1324, -3.9239, 2.5701], [-1.0825, -3.7741, 1.5615], [-2.0187, -1.7075, 0.5610]]}



- Number 1 is which compound?
  C17H18BN7O4V